Record 1
DFT (ωB97M-V/def2-TZVPD) results for a 2-piece molecular cluster, C4H7FS2 overall in a non-equilibrium geometry.

Results
Total charge: 0
Energy relative to the best compared isomer or geometry (same formula, charge and spin) (eV): 4.536
Kohn-Sham gap (spin up / spin down) (eV): 7.9 / 4.9
Strongest force on any atom (hartree/bohr): 0.06604

Each line ends with the natural charge from an NBO analysis.
Atoms and positions in Å:
1 C 1.528 1.171 -0.265  -0.372
2 C 0.372 1.394 -0.889  -0.217
3 C -0.522 0.141 -1.051  -0.555
4 C -1.153 -0.370 1.494  0.090
5 F -1.748 -0.457 2.645  -0.280
6 S 1.097 -2.707 0.323  -0.494
7 S -2.028 0.083 0.115  0.332
8 H 2.036 2.038 -0.030  0.196
9 H 1.888 0.176 0.179  0.236
10 H -0.226 2.300 -1.167  0.226
11 H -0.130 -0.881 -0.721  0.274
12 H -0.809 0.205 -2.069  0.237
13 H -0.041 -0.220 1.327  0.223
14 H -0.263 -2.873 0.110  0.105

---

Record 2
DFT (ωB97M-V/def2-TZVPD) results for C3H10O2Rb as an isolated structure in a non-equilibrium geometry.

Results
Total charge: +1
Energy relative to the best compared isomer or geometry (same formula, charge and spin) (eV): 0.543
Kohn-Sham gap (eV): 10.6
Strongest force on any atom (hartree/bohr): 0.03921

Each line ends with the natural charge from an NBO analysis.
Atoms and positions in Å:
1 Rb 1.297 0.244 -2.383  0.992
2 C 2.966 -1.448 1.254  -0.252
3 O 2.185 -1.009 0.137  -0.775
4 H 3.234 -2.508 1.203  0.184
5 H 3.896 -0.887 1.253  0.197
6 H 2.413 -1.317 2.187  0.183
7 H 1.561 -1.707 -0.086  0.467
8 C -2.264 0.300 0.198  -0.646
9 C -1.619 1.540 -0.469  -0.075
10 O -1.356 1.281 -1.847  -0.785
11 H -2.828 -0.359 -0.461  0.222
12 H -2.923 0.537 1.034  0.234
13 H -1.455 -0.312 0.615  0.196
14 H -0.705 1.714 0.096  0.174
15 H -2.293 2.389 -0.351  0.188
16 H -2.110 1.543 -2.380  0.496

---

Record 3
DFT (ωB97M-V/def2-TZVPD) results for an isolated ion of composition C5H11N and charge -1 in a non-equilibrium geometry.

Results
Expectation value of S²: 0.754
Total charge: -1
Energy relative to the best compared isomer or geometry (same formula, charge and spin) (eV): 1.025
Multiplicity: 2
Kohn-Sham gap (spin up / spin down) (eV): 3.8 / 6.5
Strongest force on any atom (hartree/bohr): 0.02775

Each line ends with the natural charge from an NBO analysis.
Atoms and positions in Å:
1 C 1.388 -0.984 -0.420  -0.621
2 C -0.077 -0.787 -0.024  -0.056
3 C -0.664 0.514 -0.554  -0.479
4 C -0.090 1.751 0.079  -0.430
5 C -0.392 1.974 1.445  -0.765
6 N -0.874 -2.002 -0.290  -0.869
7 H 1.615 -2.059 -0.404  0.188
8 H 2.008 -0.497 0.322  0.221
9 H 1.646 -0.604 -1.410  0.188
10 H -0.055 -0.673 1.066  0.177
11 H -0.443 0.582 -1.630  0.159
12 H -1.741 0.567 -0.435  0.170
13 H 0.704 2.226 -0.490  0.142
14 H -0.176 2.964 1.854  0.149
15 H -0.331 1.181 2.200  0.131
16 H -0.672 -2.351 -1.216  0.340
17 H -1.846 -1.803 -0.094  0.355

---

Record 4
DFT (ωB97M-V/def2-TZVPD) results for an isolated ion of composition C4H12N3 and charge +1 in a non-equilibrium geometry.

Results
Total charge: +1
Energy relative to the best compared isomer or geometry (same formula, charge and spin) (eV): 1.147
Kohn-Sham gap (eV): 10.6
Strongest force on any atom (hartree/bohr): 0.05394
SMILES: N/C=[NH+]\CCCN

Each line ends with the natural charge from an NBO analysis.
Atoms and positions in Å:
1 N -2.106 -1.719 -1.345  -0.724
2 C -1.539 -0.539 -1.439  0.399
3 N -0.862 0.002 -0.445  -0.550
4 C -0.177 -0.827 0.562  -0.259
5 C 1.179 -0.270 1.050  -0.422
6 C 1.106 1.266 1.167  -0.231
7 N 1.133 1.862 -0.202  -0.859
8 H -2.838 -2.043 -1.957  0.438
9 H -2.092 -2.230 -0.475  0.422
10 H -1.565 0.053 -2.350  0.234
11 H -0.235 0.828 -0.761  0.466
12 H 0.098 -1.762 0.026  0.217
13 H -0.859 -0.915 1.424  0.227
14 H 1.998 -0.415 0.336  0.207
15 H 1.581 -0.797 1.922  0.256
16 H 1.947 1.656 1.738  0.219
17 H 0.062 1.375 1.512  0.196
18 H 1.980 1.609 -0.708  0.374
19 H 1.190 2.867 -0.054  0.391